No. 1
9
Properties=species:S:1:pos:R:3 method="wB97M-V/def2-TZVPD" homo_lumo_gap_ha=0.411
C 1.011 0.669 -0.342
N 0.024 -0.370 -0.231
C -0.222 -1.458 -0.679
O -0.569 -2.523 -1.040
H 2.001 0.298 -0.060
H 0.741 1.485 0.330
H 1.054 1.059 -1.364
H -2.288 0.521 1.931
H -1.752 0.318 1.456

No. 2
9
Properties=species:S:1:pos:R:3 method="wB97M-V/def2-TZVPD" homo_lumo_gap_ha=0.394
C 0.157 -0.854 0.735
N 0.232 0.448 0.099
C -0.405 0.883 -1.001
O -0.259 1.973 -1.506
H 0.347 -1.533 -0.031
H -0.838 -1.091 1.208
H 0.856 -1.052 1.494
H 0.998 1.032 0.502
H -1.089 0.194 -1.501

No. 3
9
Properties=species:S:1:pos:R:3 method="wB97M-V/def2-TZVPD" homo_lumo_gap_ha=0.385
C 1.088 0.168 -0.023
C -0.404 0.442 -0.057
N -1.225 -0.584 -0.059
O -0.841 1.595 -0.061
H 1.435 -0.931 -0.207
H 1.312 0.334 1.143
H 1.643 0.801 -0.757
H -0.811 -1.455 -0.330
H -2.198 -0.371 0.350

No. 4
9
Properties=species:S:1:pos:R:3 method="wB97M-V/def2-TZVPD" homo_lumo_gap_ha=0.383
C 1.358 -0.576 0.005
C 0.563 0.750 -0.022
H 1.781 -0.569 1.366
H 0.355 -1.649 -0.257
H 2.398 -0.444 -0.983
H 1.019 1.705 -0.106
H -2.214 -0.466 -0.158
N -0.722 0.712 0.031
O -1.226 -0.576 0.003

No. 5
9
Properties=species:S:1:pos:R:3 method="wB97M-V/def2-TZVPD" multiplicity=3 homo_lumo_gap_ha="0.176 / 0.351" s_squared=2.010
C -0.564 0.307 -0.079
C 0.798 -0.023 -0.608
N -0.910 0.118 1.279
O -1.431 -0.842 0.355
H -1.151 1.073 -0.571
H 1.061 -1.040 -0.332
H 1.522 0.665 -0.173
H 0.833 0.066 -1.690
H -0.159 -0.323 1.818

No. 6
10
Properties=species:S:1:pos:R:3 method="wB97M-V/def2-TZVPD" homo_lumo_gap_ha=0.394
C 1.633 -0.403 0.075
O 0.907 0.915 -0.104
C -0.520 0.805 -0.175
N -1.167 -0.207 -0.367
O -2.513 0.111 0.154
H 2.028 -0.537 1.110
H 0.858 -1.144 -0.214
H 2.218 -0.534 -0.739
H -0.737 1.921 0.299
H -2.706 -0.927 -0.039